ORCA calculation (ωB97M-V/def2-TZVPD) on a molecular structure, C12H18BeIN2O2S in a non-equilibrium geometry.

The charge is +1. The gap between HOMO and LUMO is 7.5 eV. The HOMO energy is -10.73 eV.

Structure (XYZ):
```
37
C12H18BeIN2O2S (ωB97M-V/def2-TZVPD)
Be 0.37 -0.23 0.25
C -2.16 -1.96 -1.68
S -0.67 -2.63 -0.84
C -1.55 -4.01 0.04
O -0.35 -1.70 0.41
H -2.63 -2.64 -2.37
H -1.92 -1.03 -2.20
H -2.89 -1.76 -0.91
H -1.97 -4.59 -0.79
H -2.26 -3.51 0.66
H -0.84 -4.62 0.62
C 0.91 1.17 4.24
C 0.93 0.56 2.95
N 0.85 0.19 1.85
H 0.46 2.11 4.15
H 1.98 1.33 4.58
H 0.34 0.55 4.95
N 3.68 -0.38 0.21
C 2.85 -0.20 -0.84
O 1.60 -0.18 -0.81
C 3.50 0.08 -2.15
I 4.58 -1.81 -2.60
H 3.29 -0.52 1.13
H 4.67 -0.63 -0.02
H 4.28 0.86 -2.24
H 2.76 0.24 -2.90
C -2.57 3.14 -0.73
C -1.27 3.17 -1.30
C -0.42 2.07 -1.09
C -0.75 1.13 -0.19
C -1.98 1.13 0.40
C -2.95 2.12 0.11
H -3.20 4.01 -0.92
H -0.96 4.01 -1.98
H 0.48 2.09 -1.67
H -2.24 0.37 1.14
H -3.95 2.06 0.53
```


ORCA calculation (ωB97M-V/def2-TZVPD) on 2 unconnected molecules or ions with the total composition C12H18BrFNO3.

The charge is +1. The gap between HOMO and LUMO is 8.2 eV. The HOMO energy is -12.83 eV.

Structure (XYZ):
```
36
C12H18BrFNO3 (ωB97M-V/def2-TZVPD)
C 1.74 -3.22 0.22
C 1.89 -1.72 0.38
C 0.66 -0.92 -0.08
Br -0.86 -1.50 0.99
C 0.83 0.57 0.03
C 1.98 1.12 0.52
C 2.16 2.51 0.56
C 3.48 3.03 1.05
O 4.44 2.98 0.33
O 3.43 3.52 2.29
C 1.15 3.34 0.11
C 0.03 2.74 -0.37
F -0.96 3.47 -0.82
N -0.16 1.42 -0.43
C -1.44 0.96 -1.03
C -2.63 1.12 -0.08
H 1.04 -3.64 0.93
H 2.70 -3.68 0.42
H 1.46 -3.50 -0.80
H 2.06 -1.48 1.43
H 2.75 -1.35 -0.18
H 0.47 -1.20 -1.12
H 2.78 0.50 0.86
H 4.32 3.46 2.67
H 1.25 4.42 0.14
H -1.62 1.59 -1.90
H -1.32 -0.05 -1.39
H -2.31 1.02 0.95
H -3.08 2.11 -0.19
H -3.37 0.35 -0.28
C -3.93 -3.30 -1.05
O -4.04 -2.09 -0.29
H -4.93 -3.68 -1.19
H -3.48 -3.12 -2.03
H -3.33 -4.04 -0.51
H -3.16 -1.73 -0.16
```


ORCA calculation (ωB97M-V/def2-TZVPD) on a molecular structure, C12H18CaN3O13 in a non-equilibrium geometry.

The charge is -1. The gap between HOMO and LUMO is 5.9 eV. The HOMO energy is -4.12 eV.

Structure (XYZ):
```
47
C12H18CaN3O13 (ωB97M-V/def2-TZVPD)
Ca 0.12 0.87 1.04
O 2.27 1.17 1.46
H 2.79 0.39 1.25
N 0.19 -0.22 4.34
O -0.13 -0.34 3.11
O 1.37 -0.08 4.65
O -0.69 -0.34 5.20
N 0.03 3.72 3.13
O -0.37 2.93 2.20
O -0.51 4.81 3.27
O 0.95 3.33 3.85
C 0.25 -5.71 0.97
C 1.23 -4.59 1.08
C 2.11 -4.24 -0.10
O 1.74 -2.95 -0.55
C 0.88 -2.42 0.36
O 0.40 -1.34 0.26
O 0.50 -3.32 1.25
H -0.48 -5.69 0.15
H -0.40 -5.84 1.84
H 0.81 -6.62 0.75
H 1.80 -4.63 2.00
H 2.15 -4.90 -0.97
H 3.17 -4.28 0.18
C -0.79 2.49 -4.39
C 0.59 2.12 -3.82
C 1.50 3.34 -3.58
O 1.18 3.69 -2.24
C 0.72 2.60 -1.60
O 0.48 2.53 -0.45
O 0.45 1.61 -2.50
H -0.67 3.19 -5.22
H -1.42 2.94 -3.63
H -1.23 1.58 -4.79
H 1.04 1.40 -4.50
H 1.20 4.15 -4.23
H 2.55 3.06 -3.65
N -2.55 -0.46 -0.12
C -2.71 -0.26 1.22
C -2.60 1.08 1.48
C -2.48 1.72 0.23
C -2.48 0.76 -0.76
H -2.64 -1.35 -0.58
H -2.86 -1.09 1.89
H -2.63 1.64 2.40
H -2.29 2.75 -0.03
H -2.57 0.83 -1.83
```


ORCA calculation (ωB97M-V/def2-TZVPD) on a molecular structure, C12H18Cl2N2Pb in a non-equilibrium geometry.

The gap between HOMO and LUMO (alpha / beta) is 5.4 / 6.5 eV. The HOMO energy (alpha / beta) is -8.11 / -8.11 eV.

Structure (XYZ):
```
35
C12H18Cl2N2Pb (ωB97M-V/def2-TZVPD)
Pb -2.61 1.24 1.18
Cl -0.19 1.87 1.53
Cl -2.15 -1.23 1.31
C -3.46 1.56 2.99
H -3.99 0.72 3.50
H -3.43 2.55 3.50
C -1.37 0.33 -2.61
C -1.91 1.13 -1.75
H -1.66 -0.72 -2.68
C -1.43 2.55 -1.62
H -2.82 0.82 -1.20
C -1.03 3.13 -2.99
H -2.16 3.21 -1.14
H -0.55 2.57 -0.97
C 0.00 2.23 -3.69
H -1.92 3.22 -3.62
H -0.61 4.14 -2.87
C -0.32 0.71 -3.63
H 0.09 2.54 -4.74
H 0.99 2.40 -3.25
H -0.63 0.40 -4.64
H 0.62 0.18 -3.44
N 3.44 -4.16 3.40
C 2.72 -3.22 2.73
C 2.84 -1.85 3.05
C 2.10 -0.92 2.30
N 1.31 -1.31 1.30
C 1.12 -2.60 1.03
C 1.83 -3.60 1.70
H 4.09 -3.91 4.14
H 3.37 -5.14 3.18
H 3.50 -1.51 3.84
H 2.14 0.15 2.51
H 0.39 -2.84 0.25
H 1.69 -4.65 1.43
```